# 1
{
  "formula": "C38H49BIN9PtS3",
  "method": "ωB97M-V with the def2-TZVPD basis set",
  "total_charge": 0,
  "spin_multiplicity": 1,
  "species": ["Pt", "C", "C", "C", "C", "N", "C", "C", "N", "B", "N", "C", "C", "N", "C", "S", "C", "C", "C", "C", "N", "C", "C", "N", "C", "S", "C", "C", "C", "C", "C", "S", "H", "H", "H", "H", "H", "H", "H", "H", "H", "H", "H", "H", "H", "H", "H", "H", "H", "H", "H", "H", "H", "H", "H", "H", "H", "H", "H", "H", "H", "H", "H", "H", "H", "H", "C", "H", "H", "I", "C", "C", "N", "N", "C", "H", "H", "H", "N", "C", "C", "C", "C", "C", "C", "C", "C", "C", "C", "C", "C", "C", "H", "H", "H", "H", "H", "H", "H", "H", "H", "H"],
  "xyz": [[-0.36, 0.23, 0.23], [5.95, -0.94, -0.19], [4.51, -0.96, 0.35], [4.02, 0.48, 0.49], [4.53, -1.69, 1.68], [3.64, -1.66, -0.64], [4.06, -2.05, -1.90], [2.99, -2.53, -2.55], [1.90, -2.42, -1.72], [0.53, -2.89, -2.23], [-0.26, -3.61, -1.09], [0.05, -4.90, -0.75], [-0.64, -5.23, 0.35], [-1.39, -4.12, 0.71], [-1.13, -3.13, -0.19], [-1.86, -1.55, -0.14], [-2.22, -4.05, 1.95], [-3.67, -3.78, 1.58], [-1.64, -2.98, 2.88], [-2.15, -5.39, 2.67], [-0.38, -1.81, -2.86], [-1.55, -2.21, -3.49], [-2.11, -1.12, -4.05], [-1.29, -0.04, -3.76], [-0.22, -0.48, -3.03], [1.04, 0.42, -2.35], [-1.54, 1.36, -4.20], [-1.78, 2.25, -2.98], [-2.79, 1.38, -5.08], [-0.37, 1.86, -5.05], [2.31, -1.91, -0.54], [1.31, -1.64, 0.84], [6.57, -0.46, 0.56], [6.03, -0.37, -1.11], [6.33, -1.95, -0.35], [4.63, 1.00, 1.22], [2.98, 0.52, 0.80], [4.10, 1.01, -0.47], [5.26, -1.22, 2.34], [4.82, -2.74, 1.54], [3.55, -1.67, 2.16], [5.08, -1.96, -2.23], [2.89, -2.91, -3.55], [0.75, -3.70, -3.09], [0.75, -5.47, -1.34], [-0.66, -6.14, 0.90], [-3.78, -2.83, 1.07], [-4.28, -3.77, 2.49], [-4.05, -4.56, 0.92], [-1.66, -2.00, 2.42], [-0.60, -3.21, 3.11], [-2.21, -2.96, 3.81], [-2.55, -6.21, 2.06], [-2.77, -5.32, 3.57], [-1.14, -5.64, 2.99], [-1.89, -3.22, -3.47], [-3.02, -1.03, -4.59], [-2.80, 2.13, -2.61], [-1.63, 3.30, -3.25], [-1.08, 2.00, -2.18], [-3.68, 1.04, -4.54], [-2.67, 0.77, -5.98], [-2.96, 2.41, -5.40], [0.53, 2.00, -4.44], [-0.64, 2.82, -5.50], [-0.14, 1.16, -5.85], [-2.00, 1.35, 0.72], [-2.49, 1.72, -0.19], [-1.67, 2.21, 1.31], [-5.04, -0.64, 4.98], [-4.34, -0.13, 3.12], [-4.90, -0.42, 1.90], [-4.15, 0.16, 0.94], [-3.07, 0.73, 1.52], [-3.17, 0.60, 2.83], [-5.80, -0.95, 1.65], [-3.98, -0.26, 0.02], [-2.43, 1.04, 3.48], [0.83, 1.76, 0.57], [0.86, 2.90, 1.10], [0.26, 3.20, 2.46], [-0.43, 4.37, 2.77], [-1.05, 4.53, 4.00], [-0.97, 3.52, 4.95], [-0.27, 2.36, 4.67], [0.33, 2.19, 3.42], [1.63, 4.02, 0.43], [1.86, 3.91, -0.94], [2.54, 4.91, -1.62], [3.00, 6.03, -0.93], [2.80, 6.13, 0.44], [2.12, 5.12, 1.11], [-0.51, 5.16, 2.03], [-1.60, 5.44, 4.22], [-1.46, 3.64, 5.91], [-0.19, 1.57, 5.41], [0.86, 1.28, 3.18], [1.50, 3.03, -1.45], [2.71, 4.82, -2.68], [3.51, 6.82, -1.46], [3.18, 6.98, 0.98], [2.00, 5.19, 2.19]]
}



# 2
{
  "formula": "C38H49BaClN4O4P",
  "method": "ωB97M-V with the def2-TZVPD basis set",
  "total_charge": -1,
  "spin_multiplicity": 1,
  "species": ["O", "C", "C", "C", "H", "C", "H", "C", "H", "C", "H", "C", "H", "H", "C", "C", "H", "H", "H", "C", "C", "H", "H", "H", "H", "Ba", "Cl", "C", "O", "N", "C", "C", "H", "H", "H", "H", "H", "H", "H", "H", "H", "C", "C", "N", "H", "C", "O", "H", "H", "H", "H", "H", "H", "C", "C", "N", "H", "C", "O", "H", "H", "H", "H", "N", "P", "C", "C", "C", "C", "C", "C", "C", "C", "C", "C", "C", "C", "C", "C", "C", "C", "C", "C", "H", "H", "H", "H", "H", "H", "H", "H", "H", "H", "H", "H", "H", "H", "H"],
  "xyz": [[0.46, 0.10, -1.81], [-0.35, 0.26, -2.94], [-0.10, 1.58, -3.62], [0.56, 2.61, -2.97], [0.93, 2.43, -1.97], [0.76, 3.84, -3.59], [1.27, 4.64, -3.05], [0.31, 4.05, -4.88], [0.46, 5.01, -5.36], [-0.34, 3.02, -5.55], [-0.69, 3.17, -6.57], [-0.54, 1.80, -4.93], [-1.04, 1.00, -5.45], [-0.13, -0.53, -3.67], [-2.12, -1.37, -2.24], [-1.79, 0.06, -2.49], [-3.18, -1.60, -2.35], [-1.81, -1.66, -1.23], [-1.56, -2.02, -2.92], [-2.62, 1.09, -2.33], [-4.04, 1.06, -1.85], [-2.26, 2.08, -2.58], [-4.74, 1.44, -2.58], [-4.16, 1.64, -0.94], [-4.34, 0.04, -1.60], [0.00, 0.00, 0.00], [-2.30, 0.20, -0.23], [-1.08, 0.24, 2.71], [-0.21, -0.37, 2.06], [-1.23, 0.11, 4.03], [-0.70, -1.04, 4.74], [-1.92, 1.12, 4.80], [-1.78, 0.92, 2.23], [-0.14, -1.65, 4.05], [-1.51, -1.63, 5.17], [-0.05, -0.71, 5.55], [-2.11, 1.99, 4.18], [-1.31, 1.43, 5.65], [-2.87, 0.74, 5.18], [4.81, 1.88, -2.04], [4.70, 2.22, 0.66], [3.74, 1.77, -1.90], [3.64, 1.96, 0.56], [3.46, 1.14, -0.62], [3.34, 1.16, -2.71], [2.86, -0.04, -0.56], [2.06, -0.40, 0.32], [3.29, 1.42, 1.43], [3.15, -0.73, -1.37], [3.27, 2.75, -1.93], [3.06, 2.87, 0.45], [-0.10, -5.38, 0.54], [2.10, -5.55, -1.08], [-0.46, -4.85, -0.33], [1.59, -4.83, -1.72], [0.61, -4.09, -0.95], [-1.26, -4.18, -0.03], [0.63, -2.76, -0.89], [-0.14, -2.10, -0.17], [2.31, -4.13, -2.13], [1.36, -2.28, -1.53], [-0.88, -5.57, -1.04], [1.10, -5.37, -2.53], [1.31, 1.89, 1.92], [2.03, 0.84, 3.18], [3.47, 1.95, 3.70], [3.20, 3.31, 3.98], [4.21, 4.17, 4.43], [5.51, 3.71, 4.58], [5.80, 2.37, 4.34], [4.80, 1.50, 3.93], [2.71, -0.97, 2.59], [4.06, -1.25, 2.23], [4.52, -2.54, 1.89], [3.65, -3.62, 1.85], [2.32, -3.41, 2.11], [1.87, -2.14, 2.46], [1.88, 0.66, 5.03], [2.57, -0.44, 5.60], [2.62, -0.64, 6.97], [1.99, 0.26, 7.82], [1.31, 1.36, 7.28], [1.26, 1.58, 5.89], [2.20, 3.69, 3.87], [3.97, 5.20, 4.65], [6.29, 4.38, 4.93], [6.81, 2.00, 4.49], [5.09, 0.49, 3.84], [4.81, -0.49, 2.17], [5.55, -2.72, 1.64], [3.99, -4.62, 1.58], [1.62, -4.24, 2.03], [0.84, -2.20, 2.55], [3.10, -1.16, 5.00], [3.16, -1.49, 7.37], [2.04, 0.10, 8.89], [0.84, 2.07, 7.96], [0.77, 2.45, 5.50]]
}



The records above give, respectively, largest force on an atom values of 2.386, 13.531 eV Å⁻¹.
The records above give, respectively, Kohn-Sham gap values of 0.2254, 0.1777 hartree.
The records above give, respectively, total energy values of -98144.8605, -76842.5322 eV.